C40H59MnN4P as an isolated structure. Source: OMol25; level of theory: ωB97M-V/def2-TZVPD.

Geometry (Å):
Mn1 0.9844 0.5375 0.9072
C1 4.0163 -2.1401 -1.0904
C2 3.0116 -2.5207 -0.0035
C3 3.1092 -1.7063 1.3030
N1 1.8274 -1.1490 1.7090
C4 1.0180 -1.7969 2.5331
C5 1.2487 -3.1371 2.9161
C6 0.4892 -4.0152 3.6576
C7 -0.7177 -3.8161 4.3156
C8 -1.4157 -2.6295 4.4034
C9 -1.1393 -1.3914 3.8379
C10 -0.1165 -0.9650 2.9813
N2 -0.0643 0.2831 2.4705
C11 -0.8138 1.4027 3.0203
C12 0.0622 2.6009 3.4659
C13 1.5455 2.5545 3.1087
N3 1.8118 2.1599 1.7341
C14 2.9741 2.4936 1.1812
C15 4.0094 3.1456 1.8950
C16 5.1420 3.7897 1.4465
C17 5.5636 4.0121 0.1413
C18 5.0342 3.4335 -0.9942
C19 4.0368 2.4764 -1.1161
C20 3.1613 1.9402 -0.1642
N4 2.3616 0.8869 -0.4115
C21 2.6684 0.0465 -1.5745
C22 4.0451 -0.6527 -1.4807
H1 3.7915 -2.7495 -1.9695
H2 5.0247 -2.4170 -0.7724
H3 3.1211 -3.5861 0.2116
H4 2.0046 -2.3886 -0.3973
H5 3.7849 -0.8603 1.1646
H6 3.5332 -2.3134 2.1052
H7 2.1502 -3.5740 2.5067
H8 0.8969 -5.0173 3.7315
H9 -1.1500 -4.6717 4.8186
H10 -2.3256 -2.6644 4.9916
H11 -1.8865 -0.6448 4.0606
H12 -1.4095 1.1107 3.8782
H13 -1.4994 1.7598 2.2575
H14 0.0126 2.6986 4.5506
H15 -0.3706 3.5115 3.0471
H16 2.0644 1.8626 3.7844
H17 1.9373 3.5573 3.2875
H18 3.8942 3.1339 2.9692
H19 5.7653 4.2119 2.2265
H20 6.4138 4.6678 0.0030
H21 5.5146 3.7068 -1.9269
H22 3.9111 2.0898 -2.1191
H23 2.6135 0.6365 -2.4942
H24 1.8833 -0.7037 -1.6513
H25 4.6575 -0.1095 -0.7624
H26 4.5585 -0.5733 -2.4407
C23 -1.5211 0.7145 -5.1202
C24 -0.7024 -0.5169 -4.7002
C25 -0.2359 -0.4044 -3.2382
C26 -1.3019 0.3335 -2.4218
C27 -1.2959 1.8094 -2.8587
C28 -1.0267 1.9498 -4.3722
P1 -1.1627 0.0894 -0.5791
C29 -1.7812 -1.6698 -0.3191
C30 -2.9442 -2.1951 -1.2023
C31 -2.5052 -3.3029 -2.1602
C32 -1.9798 -4.5246 -1.3979
C33 -1.1492 -4.0988 -0.1722
C34 -0.6206 -2.6766 -0.3393
C35 -2.5740 1.0818 0.1576
C36 -3.9708 0.9011 -0.4615
C37 -4.9275 2.0279 -0.0226
C38 -4.5674 2.5632 1.3601
C39 -3.1947 3.2507 1.3154
C40 -2.2645 2.5837 0.2858
H27 -2.5796 0.5626 -4.8915
H28 -1.4524 0.8612 -6.1981
H29 0.1721 -0.6169 -5.3460
H30 -1.3044 -1.4191 -4.8321
H31 0.6905 0.1686 -3.1918
H32 -0.0263 -1.3983 -2.8405
H33 -2.2634 -0.1077 -2.6872
H34 -0.5342 2.3579 -2.2958
H35 -2.2641 2.2566 -2.6388
H36 0.0416 2.0809 -4.5621
H37 -1.5248 2.8445 -4.7464
H38 -2.1336 -1.6290 0.7196
H39 -3.4127 -1.4074 -1.7834
H40 -3.7197 -2.5964 -0.5445
H41 -1.7378 -2.9192 -2.8388
H42 -3.3548 -3.5878 -2.7824
H43 -1.3716 -5.1386 -2.0638
H44 -2.8233 -5.1376 -1.0757
H45 -0.3155 -4.7859 -0.0169
H46 -1.7564 -4.1361 0.7377
H47 -0.0642 -2.6104 -1.2779
H48 0.0678 -2.4497 0.4684
H49 -2.6121 0.6675 1.1729
H50 -4.3824 -0.0600 -0.1551
H51 -3.9207 0.9055 -1.5523
H52 -5.9507 1.6510 -0.0304
H53 -4.8866 2.8535 -0.7383
H54 -4.5672 1.7384 2.0793
H55 -5.3275 3.2695 1.6949
H56 -2.7464 3.2421 2.3117
H57 -3.3241 4.2975 1.0351
H58 -1.2127 2.7498 0.5413
H59 -2.4225 3.0605 -0.6778

Output
Net charge: +1
Energy above the lowest of the compared OMol25 structures with the same formula, charge and spin (eV): 0.230
2S+1: 5
E_tot (eV): -89002.2668
HOMO-LUMO gap (alpha / beta) (hartree): 0.2574 / 0.2685

Atom charges from the Mulliken analysis, given in e for atoms 1 to 99: Mn -0.5708; C -1.5887; C 1.0087; C -1.7224; N -0.2488; C 1.1724; C -0.5139; C -0.8105; C -0.8131; C -0.7959; C -0.6980; C 1.6625; N 1.2331; C 0.0513; C -1.4119; C -1.1406; N 0.0465; C 1.0124; C -1.0584; C -0.5729; C -0.5152; C -0.6932; C -0.1222; C 0.5976; N 0.4599; C -0.7609; C -0.7094; H 0.4513; H 0.3985; H 0.6353; H -0.7738; H 0.4783; H 0.7080; H 0.1955; H 0.3690; H 0.3789; H 0.3746; H 0.1608; H 0.3056; H -0.9632; H 0.4050; H 0.4244; H 0.4756; H 0.7108; H 0.4175; H 0.3823; H 0.3594; H 0.3717; H 0.3692; H 0.8463; H -0.2614; H 0.4367; H 0.3745; C -0.7022; C -1.0358; C 0.2733; C 0.3872; C -0.7123; C -0.8583; P -0.4971; C 0.8024; C -1.1184; C -0.6033; C -1.0456; C -1.1632; C 0.3207; C 0.3307; C -0.6682; C -0.8965; C -0.8876; C -0.3592; C -1.2803; H 0.2745; H 0.5245; H 0.5324; H 0.2218; H -0.3651; H -0.2519; H 0.8302; H 0.1609; H 0.2723; H 0.3315; H 0.4965; H 0.8080; H 0.4213; H 0.4633; H -0.0778; H 0.4914; H 0.3839; H 0.3958; H 0.3845; H 0.4206; H -0.2353; H -0.4698; H 0.7639; H 0.3812; H -0.0284; H 0.5292; H 0.3638


A 2-piece molecular cluster, C4H13NO3 overall. Source: OMol25; level of theory: ωB97M-V/def2-TZVPD.

Geometry (Å):
C1 0.9119 -0.3988 0.5421
C2 0.5374 1.0947 0.2399
C3 1.5546 2.1578 0.7175
O1 0.4894 1.2001 -1.1418
N1 -0.0042 -1.4280 0.0738
C4 -0.1096 -1.7185 -1.3377
O2 -0.9989 -0.7944 -1.9574
H1 0.9358 -0.5820 1.5936
H2 1.8928 -0.5611 0.0965
H3 -0.4097 1.3171 0.8074
H4 1.1998 3.1344 0.5056
H5 2.5290 1.8757 0.3285
H6 1.8506 1.9735 1.7485
H7 -0.3455 0.8797 -1.5238
H8 -0.9236 -1.3486 0.5003
H9 0.8452 -1.7884 -1.8925
H10 -0.6196 -2.6813 -1.2994
H11 -1.4159 -1.2084 -2.7398
H12 -2.4602 -0.3242 2.3511
H13 -2.7243 -0.0561 0.8589
O3 -2.7349 -0.7432 1.5289

Output
Net charge: +1
Energy above the lowest of the compared OMol25 structures with the same formula, charge and spin (eV): 1.521
2S+1: 2
E_tot (eV): -11982.1023
HOMO-LUMO gap (alpha / beta) (hartree): 0.4490 / 0.2452

Charge distribution, natural (NBO) scheme, values in e: C -0.2797; C 0.1295; C -0.6184; O -0.6478; N -0.2133; C 0.0371; O -0.7307; H 0.2561; H 0.2474; H 0.1847; H 0.2583; H 0.2314; H 0.2284; H 0.5096; H 0.4279; H 0.2173; H 0.2180; H 0.5224; H 0.4867; H 0.4731; O -0.9380